Here is C38H40N5O9PtSTe as an isolated structure in a non-equilibrium geometry from the Open Molecules 2025 dataset. Energies are from ωB97M-V/def2-TZVPD.

As for the spin multiplicity: 4. The expectation value of S² is 3.768. The value obtained for the gap between HOMO and LUMO (spin up / spin down) is 6.7 / 6.3 eV. The energy relative to the best compared isomer or geometry (same formula, charge and spin) comes out at 1.016 eV. The calculation puts the HOMO energy (spin up / spin down) at -7.8 / -8.4 eV.

Element x y z (Å)
O  -1.22  0.85  0.09
C  3.29  0.47  4.63
C  4.43  -1.19  -1.41
H  -2.67  -5.94  -4.67
C  -0.88  -3.66  -2.93
C  1.12  8.04  -2.43
H  4.65  -0.54  -2.25
C  -3.56  -0.98  -0.06
C  2.95  -1.85  0.38
C  -2.58  1.89  -3.73
C  -1.63  -4.21  -3.96
S  -1.18  6.71  -2.81
C  3.25  -1.03  -0.70
C  -2.09  -5.51  -3.86
C  2.83  1.08  2.25
O  -4.48  1.48  -4.85
H  0.38  -3.25  5.09
C  -1.80  -6.26  -2.73
C  3.84  -2.87  0.76
C  -1.82  5.04  -2.50
H  -1.85  -3.62  -4.84
O  -3.91  3.54  -4.54
H  2.17  8.06  -2.15
N  -1.54  2.70  -3.29
H  2.52  -4.20  1.77
H  1.15  1.45  -1.75
H  3.07  0.06  7.84
C  3.83  0.04  7.05
H  5.71  -3.79  0.32
O  -6.04  0.53  3.97
H  4.29  1.03  6.99
H  -4.04  0.96  2.74
N  0.25  -2.49  -0.48
C  -4.69  -1.83  0.15
C  -0.61  -4.39  -1.78
H  4.22  -4.66  1.88
C  0.17  -3.83  -0.61
H  1.06  5.92  -2.92
C  0.55  6.64  -2.27
Pt  -0.61  -0.99  -1.34
C  1.96  -1.96  4.41
H  1.06  3.09  -2.44
O  -1.19  6.92  -4.23
H  0.81  -3.47  3.39
H  1.03  8.37  -3.46
O  -7.23  -1.12  3.27
C  -2.33  0.63  -3.28
C  0.52  2.33  -1.88
N  -6.26  -0.38  3.19
H  -0.50  -2.64  -3.04
H  0.28  2.72  -0.89
H  -2.02  1.48  1.82
H  2.53  -0.27  -1.00
O  -2.87  -1.08  -1.11
C  -1.30  4.10  -3.59
H  -6.42  -2.28  1.32
H  0.57  8.74  -1.80
H  3.49  0.68  1.47
C  -5.55  -1.65  1.19
H  3.79  1.43  4.71
H  1.87  -4.09  4.66
Te  1.08  -1.55  1.33
C  2.54  -1.56  5.61
O  0.66  -4.59  0.22
H  4.59  -0.68  7.35
H  -1.50  4.75  -1.50
H  -2.91  5.13  -2.53
C  -4.21  0.19  2.00
C  -2.11  0.82  0.93
N  -1.17  0.66  -2.57
C  2.73  0.12  3.40
C  5.02  -3.00  0.04
C  -5.32  -0.60  2.11
H  6.25  -2.31  -1.57
O  -1.88  7.62  -1.95
H  0.55  6.30  -1.24
H  1.85  1.25  1.80
C  2.08  -1.12  3.31
C  3.53  -3.81  1.89
H  3.61  -3.30  2.85
H  -4.85  -2.62  -0.58
C  3.21  -0.36  5.74
H  -1.77  4.36  -4.53
C  -0.72  1.90  -2.58
C  -3.31  0.02  0.94
H  3.23  2.04  2.58
H  -2.92  -0.26  -3.40
C  -1.07  -5.70  -1.69
H  -0.85  -6.26  -0.79
C  1.21  -3.27  4.38
H  2.46  -2.22  6.48
C  5.32  -2.17  -1.03
N  -3.73  2.34  -4.43
H  -0.22  4.23  -3.71
H  -2.15  -7.28  -2.65

***

Here is C38H41Cl5N7Pt as an isolated structure in a non-equilibrium geometry from the Open Molecules 2025 dataset. Energies are from ωB97M-V/def2-TZVPD.

As for the total charge: +1. As for the spin multiplicity: 5. The expectation value of S² is 6.049. The value obtained for the gap between HOMO and LUMO (spin up / spin down) is 6.1 / 5.0 eV. The calculation puts the HOMO energy (spin up / spin down) at -9.8 / -10.9 eV.

Element x y z (Å)
H  2.47  -1.62  1.78
H  1.79  -3.77  1.62
C  0.57  -0.96  -2.16
Cl  -3.87  5.56  0.79
C  0.44  -2.06  -2.99
C  0.59  -2.13  3.93
C  1.51  -1.33  -0.09
C  0.72  -0.81  3.42
C  -3.60  3.91  1.15
C  -0.82  -3.40  2.15
H  -4.59  0.14  -3.02
H  -1.75  -3.07  2.60
H  1.23  0.86  6.32
C  -0.35  -3.30  -2.67
Pt  -0.55  0.71  0.62
H  0.01  -5.26  -1.82
H  -0.13  3.47  3.54
H  2.42  -3.95  3.27
H  -0.93  2.17  4.44
C  -3.13  0.90  -1.63
H  0.18  4.00  -4.86
C  1.05  0.02  5.65
H  0.84  -3.94  -0.97
C  0.95  -1.25  6.17
C  -3.18  1.25  1.70
Cl  -1.08  4.27  0.26
C  -2.36  3.32  0.92
C  1.61  -1.19  1.29
Cl  -5.69  0.80  2.58
C  0.08  2.98  -4.49
C  2.06  -1.06  -4.59
H  -1.39  -2.59  -0.89
C  -4.44  1.78  1.95
H  1.39  -5.20  2.56
C  1.21  -2.05  -4.22
H  -2.16  -3.95  -1.69
H  1.13  -2.93  -4.84
Cl  -6.19  3.83  1.94
H  4.03  1.12  -1.37
H  -0.67  2.01  2.70
H  2.62  -1.14  -5.51
N  0.70  -0.57  2.02
C  1.13  1.72  3.86
C  -2.13  1.99  1.18
H  2.40  3.75  -2.06
C  -0.23  2.39  3.63
C  0.46  1.56  -2.28
N  -1.86  1.25  -1.43
C  2.04  1.93  2.65
H  -2.28  -2.34  -2.40
C  0.62  2.94  -3.06
C  0.55  -4.32  -1.96
H  0.65  -3.31  5.71
C  -3.55  0.41  -2.85
Cl  -2.83  -0.43  1.96
H  -0.59  -2.73  1.31
H  -3.81  1.02  -0.79
H  1.45  -4.53  -2.53
H  1.51  1.69  1.73
C  1.20  0.29  -2.70
H  1.59  2.22  4.71
H  -0.66  -3.73  -3.63
H  2.94  1.31  2.72
H  -0.07  -4.10  3.97
N  -2.70  0.22  -3.85
C  2.14  0.20  -3.84
H  2.35  2.97  2.60
C  0.30  -3.44  3.18
H  1.03  -1.42  7.24
H  2.74  2.99  -3.63
C  1.55  -4.12  2.62
C  2.01  3.57  -3.06
C  -1.62  -3.02  -1.86
N  0.91  1.83  -0.90
C  2.18  1.75  -0.75
H  2.63  2.13  0.16
H  -0.75  0.41  -4.46
C  -1.45  0.58  -3.64
C  0.95  0.27  4.29
H  -0.02  3.59  -2.45
C  -1.01  1.15  -2.43
H  -0.97  2.73  -4.58
C  -4.65  3.13  1.67
N  3.06  1.22  -1.66
H  1.93  4.55  -3.54
C  0.72  -2.30  5.31
N  2.60  0.15  -2.42
H  0.65  2.34  -5.17
H  -0.97  -4.40  1.74
H  2.33  -1.81  -0.62
H  2.38  1.09  -4.41
N  0.43  -0.93  -0.81

***

Here is C38H41N5O7P2PtSe as an isolated structure in a non-equilibrium geometry from the Open Molecules 2025 dataset. Energies are from ωB97M-V/def2-TZVPD.

As for the total charge: +2. As for the spin multiplicity: 5. The expectation value of S² is 6.022. The value obtained for the gap between HOMO and LUMO (spin up / spin down) is 6.2 / 5.5 eV. The calculation puts the HOMO energy (spin up / spin down) at -11.7 / -13.6 eV.

Element x y z (Å)
C  -2.21  -3.97  4.32
C  2.76  -2.34  -1.02
C  -1.12  5.09  -1.40
C  3.37  -4.82  -2.15
C  2.97  -0.69  1.35
H  -2.39  -0.43  -2.94
C  -1.67  0.38  -3.06
C  -0.96  -2.56  2.82
N  -1.37  5.41  -2.82
O  -2.43  -1.73  -0.70
C  -0.77  -4.97  2.69
C  3.09  2.92  -1.60
C  -0.69  4.39  1.22
C  -0.42  -3.71  2.23
C  -0.62  3.42  0.23
H  3.93  -5.41  -0.16
H  -4.33  2.63  4.26
H  0.27  -3.62  1.40
H  -2.28  -1.83  4.35
H  5.32  1.25  -3.52
P  2.15  -0.80  -0.27
O  -1.48  4.46  -3.59
C  3.25  -3.37  -0.23
N  -1.76  0.03  -5.56
C  2.32  -1.40  2.53
P  -0.43  -0.92  2.21
H  4.33  -0.65  -2.35
C  -2.88  0.34  2.26
N  -0.35  -0.11  -2.66
H  3.05  0.39  1.56
H  -2.54  -0.63  -5.47
N  -1.10  6.71  1.92
C  2.52  1.85  -0.94
C  -1.65  0.22  2.90
C  4.52  1.42  -2.81
C  0.01  -4.23  -1.17
C  -1.39  0.99  4.04
Pt  -0.34  -0.94  -0.16
H  3.99  -1.04  1.20
H  2.80  -3.94  -4.02
C  -1.67  -5.10  3.74
H  0.93  -0.98  4.14
H  -1.94  -6.08  4.10
H  2.22  -1.77  -3.02
O  -1.21  7.86  1.56
H  -0.44  0.92  4.54
H  3.40  -3.23  0.83
O  -1.06  6.32  3.06
C  -2.36  1.85  4.52
H  -2.72  1.59  -4.52
C  -3.84  1.20  2.75
C  2.91  -3.79  -2.96
C  4.09  2.71  -2.55
O  -0.92  1.14  -0.19
H  -4.80  1.28  2.25
H  2.77  3.93  -1.37
H  -0.01  -0.92  -3.17
C  -1.78  1.04  -4.42
H  -0.33  -5.85  2.23
C  2.59  -2.57  -2.39
H  -1.95  1.14  -2.33
H  -2.16  2.44  5.41
C  3.54  -4.61  -0.79
N  -0.10  -3.08  -1.31
C  -0.30  1.98  0.55
C  -3.58  1.96  3.88
H  4.54  3.54  -3.06
H  1.32  0.43  3.14
H  -1.84  0.49  -6.47
H  0.34  0.63  -2.66
H  -3.30  -3.56  -0.52
C  3.95  0.34  -2.15
H  -2.83  -2.77  1.05
C  2.93  0.54  -1.22
H  -1.43  7.11  -0.70
C  -1.85  -2.71  3.87
C  1.13  -0.65  3.12
H  2.03  -2.42  2.27
H  3.62  -5.78  -2.59
H  -3.07  -0.24  1.36
H  -0.53  4.14  2.26
H  -2.91  -4.07  5.14
C  -0.83  3.78  -1.09
H  -4.20  -2.18  0.07
C  -1.21  6.08  -0.45
H  3.07  -1.51  3.31
Se  0.30  -6.00  -1.07
O  -1.45  6.56  -3.13
C  -0.99  5.69  0.86
H  1.77  2.03  -0.18
H  -0.96  1.73  -4.61
C  -3.19  -2.62  0.04
O  0.50  1.70  1.43
H  -0.77  3.04  -1.87
H  -0.89  -0.51  -5.56

***

Here is C38H42BrMgN7OS4Sb as an isolated structure in a non-equilibrium geometry from the Open Molecules 2025 dataset. Energies are from ωB97M-V/def2-TZVPD.

As for the spin multiplicity: 2. The expectation value of S² is 0.759. The value obtained for the gap between HOMO and LUMO (spin up / spin down) is 5.2 / 6.0 eV. The energy relative to the best compared isomer or geometry (same formula, charge and spin) comes out at 0.975 eV. The calculation puts the HOMO energy (spin up / spin down) at -6.5 / -7.4 eV.

Element x y z (Å)
H  -2.27  3.06  -3.39
C  0.47  2.50  -0.53
N  -1.57  1.04  1.95
H  2.16  -1.89  5.01
C  -1.06  3.95  -1.91
H  2.10  6.00  0.75
H  0.62  7.01  -0.35
H  -1.84  -5.09  3.28
C  3.05  0.30  -2.18
N  -0.24  -1.29  2.23
H  -0.14  -0.29  -1.78
C  -1.11  -3.29  -0.82
C  -1.64  3.46  1.88
C  -3.55  4.51  0.91
C  -2.25  4.64  1.38
C  -0.56  -6.28  0.38
H  0.01  -1.49  -3.93
H  2.80  -3.85  1.20
Sb  -4.62  -2.61  0.18
H  4.47  -3.14  0.91
O  -0.12  1.45  -0.66
C  -1.51  7.69  -1.69
C  -0.03  3.79  -0.97
H  4.53  -0.79  -3.25
H  4.12  1.37  -0.66
H  2.46  -0.68  -2.14
C  -0.34  -1.34  -1.78
H  0.00  -4.00  -3.81
H  4.61  1.06  -3.44
S  -4.53  -4.49  -1.04
C  -0.48  1.05  2.62
C  0.21  -0.22  2.92
C  2.86  -2.43  -0.37
Br  -4.54  6.13  0.45
S  3.56  0.83  1.68
C  -1.54  5.21  -2.13
H  -0.73  8.47  -1.61
H  1.45  2.46  0.01
S  -3.29  -2.59  2.05
H  -1.81  5.58  1.47
N  3.71  0.48  -0.86
C  -3.53  2.19  1.20
C  -0.31  -3.40  -3.00
H  3.69  -4.30  -0.20
H  -2.29  7.90  -0.98
C  0.88  -6.48  2.14
H  -2.00  7.88  -2.70
N  -0.84  -2.00  -0.73
H  1.81  -6.75  2.54
S  -3.83  -0.73  -0.88
C  0.12  6.15  -0.76
Mg  -1.93  -0.99  0.89
C  1.17  -0.40  3.91
C  -0.71  -4.07  -1.89
H  2.32  -1.39  1.40
H  1.57  4.48  1.64
H  -0.06  2.01  2.95
N  0.65  -6.67  0.81
H  2.18  1.03  -2.21
C  1.52  -1.71  4.21
C  3.53  -3.48  0.49
C  -4.19  3.31  0.77
C  3.26  -0.06  0.28
H  -0.98  -7.52  -1.29
C  -1.23  -5.50  2.48
C  -2.24  2.23  1.67
H  1.46  0.48  4.40
C  -1.70  2.72  -2.52
H  2.61  4.24  0.22
C  -1.57  -5.79  1.18
H  -0.85  -5.80  -3.04
C  0.16  -2.53  2.53
H  -5.12  3.14  0.28
C  1.14  -2.77  3.44
H  -2.53  -5.47  0.73
H  1.27  -3.80  3.73
C  0.61  4.86  -0.39
H  -2.41  2.27  -1.78
C  -0.80  -6.46  -1.05
H  -4.01  1.21  1.21
H  -2.39  5.26  -2.83
C  -0.96  6.33  -1.57
N  2.62  -1.20  0.41
H  1.95  -2.83  -0.77
C  1.83  4.87  0.64
H  3.60  0.15  -4.38
H  -0.30  -3.30  1.95
C  -0.82  -5.53  -2.01
N  0.04  -5.88  3.00
H  3.54  -2.23  -1.19
H  -1.62  -3.65  0.02
C  -0.11  -2.03  -2.99
H  -0.62  3.61  2.24
H  -0.97  1.96  -2.81
C  4.02  0.18  -3.35

***

Here is C38H42BrN4O3RuS as an isolated structure in a non-equilibrium geometry from the Open Molecules 2025 dataset. Energies are from ωB97M-V/def2-TZVPD.

As for the total charge: +3. The value obtained for the gap between HOMO and LUMO (spin up / spin down) is 5.1 / 5.1 eV. The calculation puts the HOMO energy (spin up / spin down) at -15.4 / -15.5 eV.

Element x y z (Å)
C  1.05  4.39  -2.04
H  -3.28  2.03  1.84
C  -2.84  -5.23  2.44
H  3.74  -2.20  -0.62
H  -3.64  -6.53  3.97
C  0.87  2.46  2.14
H  1.62  5.15  -1.52
H  -1.20  -1.50  -5.55
H  -4.42  -6.69  2.39
C  0.02  3.72  -1.39
C  2.73  -2.17  -1.03
N  -0.16  -3.09  -1.01
H  3.69  -0.63  0.50
C  -2.08  -2.94  2.87
O  -1.78  0.41  -1.27
C  2.44  4.83  -4.10
C  2.16  -3.55  -1.02
H  -3.53  3.28  -2.31
N  -1.57  3.08  2.32
H  -3.50  0.74  3.76
C  0.79  -0.68  -5.34
C  -2.67  -4.14  3.29
H  -2.73  2.18  4.42
H  0.71  3.01  -5.11
C  -1.61  -2.79  1.53
H  2.91  -4.25  -1.40
H  2.97  5.52  -3.45
C  -0.48  2.50  -3.41
H  -1.59  -1.58  -3.14
C  0.91  -3.62  -1.86
H  -0.96  -4.95  -0.98
O  -1.11  -1.68  1.12
H  1.93  -3.86  0.00
C  -1.95  -1.87  3.80
C  1.32  4.13  -3.39
C  -1.43  0.47  4.30
H  -0.48  0.99  4.22
C  3.24  2.41  2.79
C  -0.72  2.77  -2.07
N  1.93  -1.17  -0.28
H  2.30  0.24  -2.45
C  -3.46  -6.52  2.90
H  5.17  3.38  2.81
H  2.72  0.19  -4.86
H  1.90  3.93  3.34
H  4.14  3.80  4.18
C  -2.58  1.33  3.75
H  1.01  -3.01  -2.76
H  -1.80  1.09  1.71
C  -3.35  2.20  -2.26
S  -1.99  1.93  -1.15
C  2.62  -0.41  0.48
C  -0.44  -1.17  -4.86
C  2.29  0.71  1.30
C  -0.28  3.29  2.33
Ru  -0.21  -0.99  -0.71
H  -2.44  -5.92  0.47
C  3.34  1.24  2.03
C  -0.65  -1.20  -3.51
H  -3.12  1.80  -3.24
H  -0.21  3.95  -0.36
H  -0.04  4.31  2.59
H  -2.83  -7.37  2.65
N  -1.35  -0.76  3.52
H  -0.98  -0.71  2.57
C  -0.97  -3.97  -0.51
H  2.06  5.40  -4.96
Br  1.11  -0.65  -7.16
H  -1.61  0.24  5.35
C  -1.73  -3.91  0.69
H  -1.08  1.78  -3.96
C  2.01  3.01  2.78
O  0.04  0.81  0.61
C  4.44  2.99  3.52
H  0.71  -4.64  -2.15
C  0.53  3.19  -4.06
H  4.94  2.22  4.11
C  -2.33  1.82  2.31
H  3.16  4.11  -4.50
H  -2.13  3.89  2.52
C  1.00  1.28  1.33
H  2.81  -1.85  -2.06
H  -4.23  1.70  -1.84
H  4.31  0.75  1.98
C  1.56  -0.20  -3.11
C  1.78  -0.19  -4.46
H  -2.38  -1.98  4.79
H  -3.00  -4.22  4.32
C  0.35  -0.73  -2.59
C  -2.35  -5.08  1.15